C45H120O15 | wB97M-V/def2-TZVPD

```
180
Properties=species:S:1:pos:R:3:forces:R:3
C 2.93447 3.58726 0.39109 -0.56 -0.75 1.54
C 4.39453 3.83831 0.69666 -0.57 3.32 1.71
C 4.76902 4.15606 2.17252 -1.20 -0.13 -0.59
O 5.22686 2.80489 0.36947 0.92 -2.44 -1.10
H 2.64072 3.50979 -0.65572 0.36 -0.16 -0.04
H 2.24104 4.28415 0.86183 0.43 0.65 -0.20
H 2.67173 2.70618 0.97656 -0.21 -0.74 -0.42
H 4.62017 4.73901 0.12578 0.67 0.06 -0.28
H 4.52373 5.19720 2.38218 0.12 -0.11 0.26
H 5.81575 3.94703 2.39337 0.07 0.29 -0.34
H 4.18355 3.50955 2.82623 -0.17 0.02 0.21
H 4.92071 2.54106 -0.50132 0.40 -0.53 -0.46
C 4.49188 -0.64781 0.97599 -0.95 0.14 -0.83
C 5.81084 -0.58176 1.66013 0.66 -0.05 1.28
C 7.05710 -0.82491 0.68420 0.06 0.92 -0.54
O 5.98431 0.69910 2.26867 0.70 -2.81 0.58
H 3.68654 -0.32451 1.63553 0.15 0.47 0.01
H 4.23556 -1.69534 0.81755 0.38 -0.13 -0.46
H 4.53965 -0.07964 0.04702 -0.52 -0.19 -0.04
H 5.84186 -1.36349 2.41910 0.44 0.53 0.50
H 7.04416 -1.84706 0.30587 -0.35 -0.15 0.48
H 8.00758 -0.59418 1.16530 -0.23 -0.14 0.17
H 6.93288 -0.17758 -0.18392 0.01 0.13 0.05
H 5.83669 1.40223 1.63194 -0.65 1.71 -1.56
C 1.42965 -3.92170 2.74757 1.15 -0.08 -1.06
C 2.30667 -5.13475 3.17963 0.83 2.03 -0.46
C 3.78059 -5.03737 2.74022 -0.16 -0.56 -1.11
O 2.37703 -5.02795 4.56053 -0.71 -1.33 2.17
H 1.80796 -3.02700 3.24203 0.07 0.01 0.58
H 0.35671 -3.97398 2.93243 0.14 -0.35 -0.04
H 1.65747 -3.65082 1.71665 -0.54 -0.32 -0.44
H 1.92792 -6.10565 2.86024 -0.35 0.09 0.37
H 4.34218 -5.93103 3.01239 -0.23 -0.07 0.44
H 4.28846 -4.19732 3.21403 -0.10 0.26 -0.10
H 3.91024 -5.01806 1.65812 -0.10 0.43 -0.22
H 2.84689 -4.22588 4.80034 0.00 0.01 -0.12
C -3.55813 2.60297 1.63761 -0.14 0.16 -0.07
C -4.13825 2.27900 0.24428 -1.60 0.24 0.21
C -5.13033 3.31826 -0.27240 -0.29 0.55 0.24
O -3.14898 2.23236 -0.72654 1.31 0.39 -0.72
H -2.96173 3.51396 1.58748 -0.04 0.17 -0.26
H -2.89241 1.84703 2.05409 0.03 -0.34 -0.35
H -4.30490 2.78382 2.41075 -0.34 -0.06 -0.20
H -4.65557 1.32243 0.17044 -0.09 -0.35 0.77
H -6.12099 3.33048 0.18206 0.22 -0.17 0.65
H -5.39132 3.18604 -1.32239 0.55 -0.24 -0.17
H -4.68556 4.30550 -0.14731 -0.11 0.17 -0.11
H -2.49701 1.60480 -0.40606 0.02 -0.39 -0.18
C 0.32642 5.31268 -1.24324 -0.53 0.11 -0.64
C -1.02374 6.00022 -1.59522 1.75 -0.65 -1.67
C -2.09361 5.78485 -0.62814 -1.20 0.05 1.54
O -0.83021 7.39063 -1.84646 -0.42 0.45 0.78
H 0.90327 5.82251 -0.47160 -0.10 0.28 -0.05
H 0.85378 5.28224 -2.19669 0.54 0.13 0.12
H 0.24326 4.26613 -0.95015 -0.46 -0.06 0.09
H -1.33339 5.59186 -2.55722 0.01 -0.47 -0.08
H -1.82257 6.30842 0.28866 -0.31 0.15 0.22
H -2.27491 4.74385 -0.36064 0.53 -0.24 -0.22
H -3.07684 6.10210 -0.97557 0.12 0.53 -0.07
H 0.02204 7.58340 -2.24409 0.05 -0.36 -0.08
C 0.67281 1.61743 -4.35347 0.41 -0.24 0.01
C 0.34352 2.55630 -5.49372 -0.15 0.75 0.96
C -0.73646 1.97956 -6.36447 -0.36 0.37 -0.65
O -0.12662 3.81147 -4.95242 0.76 -0.34 -0.47
H 1.04150 0.67175 -4.75078 -0.13 -0.17 0.02
H -0.20171 1.44419 -3.72634 -0.11 -0.06 0.02
H 1.48709 2.01262 -3.74611 -0.06 0.16 0.10
H 1.28194 2.79008 -5.99653 -0.17 0.02 -0.41
H -1.66574 1.95744 -5.79520 0.03 -0.57 0.33
H -0.47323 1.00527 -6.77625 -0.17 -0.05 0.07
H -1.01358 2.65477 -7.17403 0.44 0.03 -0.28
H -0.96763 3.59101 -4.54536 -0.47 0.14 0.46
C 0.06109 3.88816 2.85182 -0.28 -0.86 0.75
C 0.15464 3.30500 4.31771 3.48 0.62 -2.11
C 1.68747 3.22063 4.66689 -0.43 -0.90 -0.49
O -0.37568 4.19131 5.20283 -1.20 0.81 1.29
H 0.62958 4.81378 2.76158 -0.15 0.12 0.34
H -0.98435 4.07192 2.60406 0.01 0.11 -0.13
H 0.47493 3.21493 2.10109 -0.10 -0.30 0.03
H -0.24028 2.29396 4.41729 -0.31 -0.11 -0.19
H 2.33582 4.06375 4.42835 -0.71 0.68 0.28
H 2.13889 2.46892 4.01940 -0.11 -0.59 0.04
H 1.83580 2.91812 5.70351 0.00 0.08 -0.01
H -1.33074 4.15066 5.11447 -0.22 0.28 0.17
C -0.43978 -0.83010 5.07773 -0.12 0.25 -0.87
C -0.59016 -2.27678 5.48888 -0.39 0.08 1.37
C -0.84794 -2.47349 7.00631 -0.31 -0.29 -0.14
O -1.62703 -2.88428 4.72299 -0.57 0.26 -0.57
H -0.26756 -0.79206 4.00209 0.34 -0.08 -0.22
H 0.40028 -0.33453 5.56436 -0.03 -0.13 0.13
H -1.33113 -0.21000 5.17311 -0.18 -0.22 0.59
H 0.30352 -2.83013 5.20038 0.37 0.15 0.35
H -0.22188 -1.86089 7.65505 0.63 -0.44 -0.23
H -0.81181 -3.54243 7.21645 0.76 -0.06 0.27
H -1.82715 -2.24406 7.42654 -0.55 0.54 -0.92
H -2.09830 -3.54575 5.23481 0.08 -0.03 0.13
C 3.35966 -4.47158 -1.54648 0.10 -0.71 0.65
C 2.16941 -5.43788 -1.31855 0.77 1.86 -0.17
C 0.94121 -4.56341 -1.19915 -0.57 -0.95 0.39
O 2.09745 -6.21647 -2.46258 -0.17 -0.98 -0.69
H 3.44713 -3.82133 -0.67606 0.07 0.19 0.10
H 3.20716 -3.84901 -2.42809 -0.27 -0.12 -0.01
H 4.30654 -4.99514 -1.67836 -0.01 -0.14 0.03
H 2.27378 -6.09477 -0.45501 0.37 0.20 0.39
H 0.83167 -4.06132 -2.16040 -0.09 0.56 0.37
H 0.98564 -3.96588 -0.28862 0.11 0.57 -0.41
H 0.05487 -5.17972 -1.04865 -0.13 -0.17 -0.18
H 1.46428 -6.90259 -2.23914 -0.18 -0.32 -0.49
C 5.11108 -1.02027 -2.60856 0.47 -0.12 -0.80
C 3.86587 -0.99713 -3.49544 -2.40 -1.02 1.80
C 2.51582 -0.92694 -2.69813 1.13 0.13 0.91
O 3.84715 0.09862 -4.31617 0.55 1.36 -1.35
H 5.13136 -1.78577 -1.83287 -0.31 0.07 0.08
H 5.32694 -0.01931 -2.23495 -0.41 0.12 0.39
H 5.98152 -1.20820 -3.23714 0.10 -0.22 -0.17
H 3.72506 -1.88477 -4.11217 0.66 -0.46 0.13
H 2.39295 0.02852 -2.18813 0.14 0.54 -0.38
H 2.55540 -1.58838 -1.83266 -0.21 -0.64 -0.26
H 1.62079 -1.08538 -3.29973 0.24 -0.19 -0.06
H 4.28424 -0.16217 -5.13012 0.08 0.40 -0.25
C -4.25520 -0.71477 3.42777 -0.66 -1.00 0.41
C -3.92777 -1.93583 2.53759 -2.35 0.94 0.09
C -4.72531 -1.96049 1.24931 -0.63 0.82 0.47
O -2.60518 -1.81807 2.25545 2.57 -0.66 -0.63
H -5.27905 -0.78822 3.79443 -0.04 0.14 0.20
H -4.12329 0.26953 2.97850 0.08 -0.31 -0.45
H -3.56297 -0.79566 4.26585 -0.16 0.19 0.26
H -4.07749 -2.86861 3.08130 -0.33 -0.07 0.28
H -4.63545 -0.96987 0.80356 0.32 -0.06 -0.48
H -5.78153 -1.97691 1.51804 -0.12 -0.47 -0.10
H -4.47795 -2.75084 0.54060 0.08 0.06 0.16
H -2.18441 -2.15210 3.05104 0.96 -0.06 0.30
C 0.15077 -1.17714 0.06772 0.42 -0.58 -0.74
C -0.66732 -0.02507 0.50658 -0.47 -0.51 -0.82
C -0.33392 1.19905 -0.30608 -0.05 1.49 1.05
O -2.04148 -0.30372 0.26267 0.08 1.11 -0.72
H 0.05946 -1.26029 -1.01526 0.22 0.00 -0.12
H -0.19481 -2.14394 0.43375 0.28 0.10 0.51
H 1.17817 -0.90645 0.31121 0.33 -0.64 0.06
H -0.50284 0.13930 1.57148 -0.10 0.33 0.24
H -0.76623 2.00029 0.29326 0.07 0.59 -0.21
H -0.78603 1.29898 -1.29286 0.10 -0.64 -0.09
H 0.72409 1.45211 -0.37441 0.14 -0.36 -0.02
H -2.34496 -0.85950 0.98420 -0.16 -0.51 0.65
C -1.33717 -2.18736 -4.05023 0.07 0.00 -0.84
C -1.91056 -1.27794 -3.01614 -0.01 1.22 0.19
C -2.97423 -0.26663 -3.43032 -0.35 -0.71 -1.06
O -2.44354 -2.03949 -1.97230 -0.01 -1.04 0.42
H -0.84642 -1.63520 -4.85173 -0.16 0.31 -0.10
H -2.10860 -2.79963 -4.51725 0.12 -0.32 0.14
H -0.52750 -2.76351 -3.60235 -0.31 -0.43 0.08
H -1.04690 -0.72608 -2.64516 0.23 0.41 0.24
H -3.33728 0.33400 -2.59634 0.41 0.23 -0.05
H -3.84695 -0.81836 -3.77966 -0.17 -0.30 0.08
H -2.70082 0.31598 -4.31004 0.31 0.45 0.31
H -2.41653 -1.47019 -1.19979 -0.15 0.16 0.51
C -1.69386 -5.50312 1.42384 1.24 -0.67 -0.74
C -2.39823 -6.68471 0.74462 -1.07 0.77 -1.48
C -3.86706 -6.30083 0.57171 -0.51 0.03 1.35
O -1.94552 -6.90008 -0.60757 0.95 -0.07 0.44
H -0.66035 -5.82948 1.53973 0.16 -0.04 0.78
H -2.14900 -5.16204 2.35369 0.09 -0.17 -0.02
H -1.52591 -4.66977 0.74163 -0.78 0.24 -0.15
H -2.15849 -7.62087 1.24885 -0.46 0.06 0.17
H -3.87984 -5.30565 0.12723 -0.03 0.11 -0.16
H -4.32147 -6.18706 1.55593 -0.16 0.11 0.15
H -4.55500 -6.93157 0.00869 0.57 -0.38 -0.15
H -2.36456 -6.22270 -1.14345 0.01 0.11 -0.20
C -3.21311 4.97982 -4.92512 0.22 0.04 -0.37
C -3.71196 3.93611 -3.94228 -1.11 0.71 -0.75
C -4.82852 3.02899 -4.50240 -0.48 0.65 0.02
O -2.60007 3.20077 -3.54234 0.80 -0.58 0.49
H -3.95641 5.73098 -5.19226 -0.21 -0.32 -0.21
H -2.79883 4.47692 -5.79893 -0.22 0.12 -0.31
H -2.37907 5.54766 -4.51275 0.02 -0.11 0.29
H -4.09021 4.51830 -3.10198 -0.28 -0.19 0.37
H -5.64947 3.65730 -4.84793 0.07 0.25 -0.35
H -5.35357 2.39602 -3.78702 0.58 -0.17 0.45
H -4.51960 2.39639 -5.33456 0.29 0.12 0.00
H -2.74114 3.02340 -2.60947 0.24 -0.53 0.45
```
Forces are in eV/Å.

Its expectation value of S² is 0.755. The energy relative to the best compared isomer or geometry (same formula, charge and spin) is 1.743 eV. As for the spin multiplicity: 2. The charge is +1. The calculation puts the largest force on an atom at 0.0801 Eh/bohr. For the HOMO-LUMO gap (spin up / spin down), the calculation gives 0.31196 / 0.06801 Ha.

Atom charges from the Löwdin analysis, given in e for atoms 1 to 6: C -0.043; C -0.502; C -0.017; O -0.046; H 0.086; H 0.067